Model a:
Formula: C4H6O3S
Source: OMol25
Level of theory: wB97M-V/def2-TZVPD

```
14
Properties=species:S:1:pos:R:3:nbo_charge:R:1
C 1.71521 0.04130 0.17945 -0.364
C 2.02865 -1.76112 0.03026 0.824
C -0.49120 0.72309 -0.63146 -0.588
C 0.39212 0.43638 0.60995 -0.523
O 2.67599 2.40747 0.24569 -0.907
O 3.09792 -2.14980 -0.36263 -0.573
O 0.96924 -2.51374 0.34686 -0.703
S 3.03524 1.03407 -0.09302 1.194
H -1.50908 1.15988 -0.23442 0.213
H -0.55744 -0.06086 -1.36125 0.213
H -0.15148 1.43685 -1.29794 0.212
H -0.18178 -0.23748 1.26412 0.242
H 0.34316 1.25564 1.26921 0.244
H 1.09988 -3.43998 0.55444 0.516
```

Properties
- LUMO level (eV) = -0.490

***

Model b:
Formula: C4H6O3S
Source: OMol25
Level of theory: wB97M-V/def2-TZVPD

```
14
Properties=species:S:1:pos:R:3:nbo_charge:R:1
O -2.58898 -0.12895 0.12418 -0.646
C -1.77042 0.14519 1.11478 0.646
O -0.61755 -0.35885 1.28614 -0.488
C 0.25078 -1.02906 0.35981 -0.113
C 0.75431 -0.06782 -0.69610 -0.058
O -0.19285 -0.01237 -1.81756 -0.718
C 1.41756 1.15819 -0.29270 -0.269
S 2.66478 1.52433 0.74155 0.072
H -2.04868 0.82341 2.08581 0.160
H -0.24229 -1.89844 -0.31090 0.236
H 1.20701 -1.50326 0.68205 0.242
H 1.50499 -0.86001 -1.17757 0.230
H -1.10754 0.21421 -1.29514 0.490
H 0.76888 1.99344 -0.80435 0.216
```

Properties
- LUMO level (eV) = -0.993
- structure (SMILES) = O=COC[C@@H](O)C=S

***

Model c:
Formula: C4H6O3S
Source: OMol25
Level of theory: wB97M-V/def2-TZVPD

```
14
Properties=species:S:1:pos:R:3:nbo_charge:R:1
C 2.70280 0.00715 -0.15024 -0.266
O 1.27864 0.18452 -0.16597 -0.497
C 0.58995 -0.96246 0.10243 0.724
O 1.03347 -2.03623 0.32020 -0.529
C -0.91954 -0.65470 -0.06690 0.104
S -1.96062 -1.87674 -0.16930 -0.008
O -1.13705 0.63544 0.05112 -0.459
C -2.47182 1.11599 0.10613 -0.264
H 3.02936 -0.28392 0.88563 0.193
H 3.13263 0.96291 -0.41494 0.199
H 3.04022 -0.76447 -0.84325 0.197
H -3.04230 0.53048 0.87563 0.205
H -2.41188 2.17644 0.36014 0.204
H -2.86385 0.96559 -0.89068 0.200
```

Properties
- LUMO level (eV) = -0.203
- structure (SMILES) = COC(=O)C(=S)OC

***

Energies relative to the most stable structure are model a 1.561; model b 2.529; model c 0.000, reported in eV.